45
Properties=species:S:1:pos:R:3:mulliken_spin:R:1 method="wB97M-V/def2-TZVPD" spin_multiplicity=5 energy_ev=-51221.8332 e_above_lowest_kcal_mol=27.9 total_charge=0 homo_lumo_gap_ev="3.690 / 7.434"
C -2.71339 -1.04884 -0.09353 0.053
C -2.63828 -0.14620 -1.59385 0.031
H -2.60643 -2.11787 -0.27921 0.018
H -3.77815 -0.88904 0.12152 0.008
H -2.25183 -0.72569 0.87439 -0.020
H -1.66420 0.09598 -2.09599 0.012
H -3.10146 -0.87765 -2.26275 0.003
H -3.29708 0.71895 -1.52626 0.005
C -0.15216 -2.93681 -0.03422 -0.046
C 0.64550 -4.06876 -0.21066 0.160
C 1.66844 -4.04718 -1.16687 0.052
C 1.87965 -2.88023 -1.88434 0.008
H -0.96163 -2.91157 0.69482 0.015
H 0.44658 -4.94209 0.39842 0.017
H 2.29119 -4.92429 -1.33379 0.006
H 2.67468 -2.79690 -2.62389 0.025
N 0.02859 -1.81663 -0.76455 0.093
C 1.07968 -1.75221 -1.64244 0.188
C 1.40334 -0.41911 -2.11677 0.134
N 0.59672 0.58277 -1.64911 0.059
C 0.95541 1.87101 -1.86360 -0.022
C 2.94340 1.19692 -3.05984 0.040
C 2.12693 2.20567 -2.53567 0.153
H 0.26874 2.61704 -1.46905 0.007
H 2.38503 3.25495 -2.64865 0.015
C 2.56160 -0.12818 -2.85667 0.020
H 3.15591 -0.95456 -3.22951 0.025
H 3.85065 1.43131 -3.60503 0.005
V -1.03083 -0.03754 -0.41720 2.786
C -1.71160 1.97650 -0.24324 -0.097
H -1.92725 2.40210 -1.23969 0.006
H -0.97556 2.61811 0.26266 0.006
H -2.64243 1.96603 0.34764 0.015
O -0.45601 0.04924 1.28227 -0.100
N -0.21356 0.76424 2.39160 0.027
C -1.15247 0.80392 3.37104 0.104
C -0.89604 1.53292 4.52029 -0.054
C 0.31680 2.20751 4.66446 0.136
C 1.25206 2.14280 3.63206 -0.046
C 0.97791 1.41040 2.48785 0.103
H -2.08077 0.25976 3.20235 0.024
H -1.66315 1.55905 5.28961 -0.002
H 0.52854 2.77448 5.56687 0.014
H 2.20761 2.65597 3.68911 -0.003
H 1.66931 1.32375 1.64940 0.018

***

8
Properties=species:S:1:pos:R:3:mulliken_charge:R:1 method="wB97M-V/def2-TZVPD" spin_multiplicity=1 energy_ev=-13679.8384 e_above_lowest_kcal_mol=115.4 total_charge=0 homo_lumo_gap_ev=5.207
C -0.55386 -1.43420 0.56303 0.566
C 0.23895 -0.56730 0.28300 -0.204
O -1.47366 -2.28079 0.93423 -0.535
H -1.93575 -2.66576 0.17843 0.338
O 1.33918 0.18716 -0.42262 -0.100
C 0.87695 1.33157 0.17244 -0.465
O -0.11740 1.85784 -0.34699 -0.452
Na 1.62560 3.57148 -1.36152 0.853

***

16
Properties=species:S:1:pos:R:3:mulliken_charge:R:1 method="wB97M-V/def2-TZVPD" spin_multiplicity=1 energy_ev=-11436.0020 smiles="C=O.O.O.O.O" e_above_lowest_kcal_mol=11.0 total_charge=0 homo_lumo_gap_ev=10.955
O -1.76122 1.22173 -1.21636 -0.605
C -0.56270 1.51720 -1.01395 0.283
H 0.19818 2.16436 -1.52206 0.303
H -0.18384 0.90845 -0.13496 -0.037
H -2.47230 0.14203 -0.13767 0.496
H -3.29307 -1.37005 -0.05050 0.303
O -2.83931 -0.65748 0.38914 -0.777
H -1.37839 -1.27212 1.08895 0.390
H -0.32706 -0.93796 2.29479 0.319
O -0.47661 -1.43588 1.45175 -0.737
H 3.29032 1.63054 -0.74183 0.297
H 2.14445 0.62974 -0.49708 0.412
O 2.32449 1.58295 -0.69431 -0.649
H 1.00841 -1.31047 0.43696 0.375
H 2.45087 -1.75716 0.36271 0.311
O 1.87779 -1.05588 -0.01560 -0.682

***

9
Properties=species:S:1:pos:R:3:mulliken_charge:R:1 method="wB97M-V/def2-TZVPD" spin_multiplicity=1 energy_ev=-7268.1567 smiles="C=C=O.C=O" e_above_lowest_kcal_mol=58.3 total_charge=0 homo_lumo_gap_ev=9.760
C 1.81380 -0.33782 -0.16628 -0.842
C 0.96423 -1.33276 -0.36425 0.735
C -1.79640 0.93077 0.22687 -0.060
O 0.11417 -2.09267 -0.43792 -0.311
O -1.41478 0.92252 -0.91871 -0.375
H 1.84120 0.32140 0.83408 0.187
H -2.55313 0.09353 0.50857 0.192
H 2.69627 -0.12680 -0.77715 0.230
H -1.66536 1.62182 1.09479 0.244

***

37
Properties=species:S:1:pos:R:3:mulliken_spin:R:1 method="wB97M-V/def2-TZVPD" spin_multiplicity=2 energy_ev=-19118.2438 e_above_lowest_kcal_mol=0.0 total_charge=0 homo_lumo_gap_ev="8.801 / 4.268"
Li 16.52004 -8.34814 9.07292 0.029
C 13.64111 -7.11351 8.08108 -0.027
O 14.98787 -7.44878 7.82419 0.394
H 12.92284 -7.76439 7.58254 0.031
H 13.37460 -7.24479 9.12981 0.003
H 13.43353 -6.06192 7.88316 0.011
C 19.48468 -7.51174 7.86438 -0.026
O 18.09785 -7.43922 7.83628 0.536
H 19.90952 -7.09894 8.77937 0.027
H 19.85669 -8.52131 7.68981 0.035
H 19.86455 -6.89637 7.04884 -0.002
C 14.96428 -11.77927 10.63591 0.000
C 16.11570 -11.87010 11.59814 0.000
C 17.11317 -10.93563 10.98612 -0.001
O 16.52481 -10.30496 9.82153 -0.006
C 15.52640 -11.22159 9.33910 0.001
H 14.20117 -11.08595 10.98956 0.000
H 14.48311 -12.74160 10.46124 0.000
H 16.44842 -12.90783 11.62068 0.000
H 15.81027 -11.56145 12.59791 0.000
H 17.93860 -11.49251 10.54267 0.000
H 17.57860 -10.21094 11.65417 0.000
H 15.94950 -11.97641 8.67628 0.001
H 14.80786 -10.69106 8.71434 -0.001
C 15.87767 -7.29654 13.10273 0.000
C 17.34098 -6.89564 12.84466 -0.002
C 17.46807 -6.70422 11.34052 -0.003
O 16.43807 -7.49984 10.83754 -0.003
C 15.34588 -7.49951 11.70016 -0.002
H 15.33061 -6.49821 13.60421 0.000
H 15.86489 -8.21152 13.69497 0.000
H 17.94594 -7.72426 13.21276 0.000
H 17.51712 -5.98681 13.42008 0.000
H 18.42214 -7.05040 10.94301 0.001
H 17.39783 -5.66255 11.02732 0.004
H 14.84427 -8.46720 11.70810 0.001
H 14.69102 -6.70904 11.33352 -0.002